a) A molecular structure, C4H14N4, computed with wB97M-V/def2-TZVPD.

Geometry as XYZ:
```
22
Properties=species:S:1:pos:R:3
C -0.146 0.454 -0.497
C -0.374 -0.378 0.655
C -0.534 1.027 1.851
C 0.728 1.810 2.122
N -0.436 -1.304 -1.346
N -1.740 -1.801 -1.583
N 0.562 -2.025 -2.075
N 1.116 0.861 -0.846
H -0.949 1.099 -0.837
H -1.769 -2.800 -1.367
H -1.946 -1.750 -2.581
H 0.939 -1.446 -2.822
H 1.348 -2.223 -1.452
H 1.199 1.399 -1.693
H 1.918 0.608 -0.289
H -1.357 -0.821 0.755
H 0.481 -0.925 1.044
H -1.367 1.689 1.604
H -0.841 0.461 2.732
H 0.988 2.463 1.283
H 1.567 1.144 2.343
H 0.613 2.458 2.998
```

Summary:
HOMO level (eV): -6.97
LUMO level (Ha): 0.0314
Kohn-Sham gap (eV): 7.821
Total charge: 0

---

b) 2 unconnected molecules or ions with the total composition C4H14N4, computed with wB97M-V/def2-TZVPD.

Geometry as XYZ:
```
22
Properties=species:S:1:pos:R:3
C 2.198 0.733 -0.383
C 1.612 -0.407 0.432
N 2.277 -1.660 0.073
N 1.527 1.994 -0.053
H 3.285 0.750 -0.227
H 2.023 0.516 -1.436
H 1.677 -0.178 1.504
H 0.558 -0.512 0.175
H 1.744 -2.450 0.405
H 3.192 -1.737 0.505
H 1.770 2.266 0.891
H 1.879 2.729 -0.651
C -2.309 0.187 1.236
N -2.269 -0.766 0.147
C -2.301 -0.307 -1.143
N -2.668 -1.038 -2.114
H -2.352 -0.333 2.190
H -1.399 0.787 1.236
H -3.161 0.870 1.178
H -2.758 -1.641 0.249
H -1.971 0.730 -1.234
H -2.555 -0.533 -2.978
```

Summary:
SMILES: [H]/N=C/NC.NCCN
HOMO level (eV): -8.85
LUMO level (Ha): 0.0377
Kohn-Sham gap (eV): 9.874
Total charge: 0

---

c) 2 unconnected molecules or ions with the total composition C4H14N4, computed with wB97M-V/def2-TZVPD.

Geometry as XYZ:
```
22
Properties=species:S:1:pos:R:3
C 0.331 -2.571 -0.040
C -1.887 -1.450 -0.194
C 1.286 1.617 -1.013
C -0.440 -1.328 0.298
N 2.340 0.001 0.401
N -0.859 3.409 1.023
N 1.238 0.359 -0.147
N 0.051 -0.044 -0.230
H -0.072 -3.487 0.526
H 0.261 -2.958 -1.112
H 1.432 -2.472 0.216
H -2.361 -2.453 -0.349
H -1.881 -0.877 -1.105
H -2.499 -0.860 0.518
H 0.289 1.668 -1.578
H 1.348 2.534 -0.320
H 2.205 1.690 -1.683
H -0.252 -1.460 1.379
H -1.624 2.752 1.126
H 2.085 -0.663 1.108
H -0.933 3.739 0.092
H -0.058 2.852 1.086
```

Summary:
HOMO level (eV): -8.88
LUMO level (Ha): 0.0307
Kohn-Sham gap (eV): 9.714
Total charge: 0

---

Short version: a) is the least stable of them.

---

a) A molecular structure, C19H30N2O6S, computed with wB97M-V/def2-TZVPD.

Geometry as XYZ:
```
58
Properties=species:S:1:pos:R:3
C 0.037 -4.269 0.031
H -0.536 -3.446 0.151
H 0.106 -4.437 -1.143
H -0.247 -5.170 0.510
O 1.329 -4.133 0.200
C 1.800 -2.898 -0.049
C 1.221 -2.140 -0.940
C 1.916 -0.809 -1.579
C 3.040 -0.417 -0.907
C 3.708 -1.290 0.148
C 3.002 -2.232 0.522
H 3.375 -2.981 1.156
H 4.604 -1.098 0.514
S 3.757 1.282 -1.030
O 5.140 1.222 -0.964
O 3.148 1.695 -2.172
N 3.068 1.800 0.299
H 3.613 2.570 0.768
C 1.759 2.477 0.047
H 1.540 3.496 0.046
H 1.228 1.850 -0.865
C 0.684 2.077 1.485
C 0.959 0.614 1.716
C 0.014 0.124 2.999
H 0.188 -0.829 2.740
H 0.472 0.611 3.728
C -1.385 0.211 2.558
C -1.934 -0.319 1.417
O -1.415 -1.331 0.921
N -3.274 -0.365 1.352
H -3.762 0.557 1.682
C -4.034 -0.903 0.019
H -4.998 -1.067 0.457
H -3.505 -1.911 -0.194
C -4.037 0.070 -1.012
O -4.622 1.485 -0.505
C -4.473 2.425 -1.539
H -3.449 2.742 -1.133
H -5.118 3.252 -0.904
H -4.960 2.348 -2.290
O -4.470 -0.428 -2.045
C -6.044 -0.687 -1.898
H -6.597 -0.093 -1.525
H -6.045 -1.901 -1.677
H -6.369 -0.718 -3.237
H -2.805 0.315 -1.295
C -1.459 1.780 2.278
C -0.538 2.132 1.084
H -0.955 1.802 0.063
H -0.934 3.407 0.875
H -2.556 2.194 1.978
H -1.206 2.507 3.060
H -1.791 0.234 3.363
H 0.765 -0.176 0.885
H 2.125 0.224 2.013
H 1.171 2.673 2.399
H 1.510 -0.257 -2.300
H 0.313 -2.284 -1.544
```

Summary:
HOMO level (eV): -8.50
LUMO level (Ha): 0.0162
Kohn-Sham gap (eV): 8.946
Total charge: 0

---

b) A single C19H30N2O6S molecule, computed with wB97M-V/def2-TZVPD.

Geometry as XYZ:
```
58
Properties=species:S:1:pos:R:3
C 7.309 1.527 -1.437
H 8.392 1.467 -1.532
H 6.854 1.447 -2.429
H 7.038 2.486 -0.986
O 6.940 0.446 -0.611
C 5.633 0.268 -0.309
C 4.593 1.079 -0.763
C 3.290 0.797 -0.389
C 3.025 -0.279 0.430
C 4.046 -1.092 0.890
C 5.346 -0.821 0.524
H 6.166 -1.431 0.866
H 3.803 -1.918 1.539
S 1.344 -0.665 0.872
O 1.305 -1.187 2.208
O 0.522 0.478 0.564
N 1.031 -1.908 -0.199
H 0.606 -1.548 -1.041
C 0.404 -3.116 0.291
H 0.775 -3.956 -0.307
H 0.756 -3.229 1.318
C -1.133 -3.093 0.267
C -1.659 -3.064 -1.169
C -3.181 -2.955 -1.217
H -3.499 -2.867 -2.257
H -3.632 -3.856 -0.794
C -3.672 -1.737 -0.431
C -3.212 -0.440 -1.104
O -2.622 -0.406 -2.165
N -3.612 0.683 -0.464
H -3.956 0.622 0.481
C -3.174 1.997 -0.862
H -4.018 2.686 -0.776
H -2.831 1.943 -1.897
C -2.019 2.481 0.036
O -2.500 2.446 1.356
C -1.477 2.517 2.332
H -0.739 1.727 2.170
H -1.966 2.388 3.296
H -0.973 3.487 2.299
O -1.523 3.743 -0.323
C -2.447 4.811 -0.240
H -1.853 5.721 -0.170
H -3.076 4.716 0.649
H -3.079 4.862 -1.133
H -1.152 1.812 -0.069
C -3.189 -1.854 1.018
C -1.666 -1.902 1.063
H -1.272 -0.974 0.646
H -1.319 -1.969 2.096
H -3.548 -1.022 1.628
H -3.597 -2.773 1.447
H -4.769 -1.721 -0.445
H -1.248 -2.205 -1.701
H -1.341 -3.968 -1.694
H -1.478 -4.018 0.746
H 2.470 1.415 -0.718
H 4.786 1.926 -1.401
```

Summary:
SMILES: COc1ccc(S(=O)(=O)NC[C@H]2CC[C@@H](C(=O)NCC(OC)OC)CC2)cc1
HOMO level (eV): -8.92
LUMO level (Ha): 0.0253
Kohn-Sham gap (eV): 9.603
Total charge: 0

---

Short version: a) is the least stable of them.

---

a) A molecular structure, C35H20ClF5N5O2PdS2, computed with wB97M-V/def2-TZVPD.

Geometry as XYZ:
```
71
Properties=species:S:1:pos:R:3
Pd -0.558 0.149 0.187
N 7.304 3.278 6.049
C 6.457 2.861 5.394
C 5.386 2.344 4.600
C 5.455 2.358 3.208
C 4.404 1.861 2.462
C 3.257 1.360 3.085
C 3.209 1.329 4.483
C 4.258 1.820 5.233
C 2.110 0.926 2.275
C 2.333 0.069 1.179
C 3.525 -0.615 0.834
C 3.278 -1.302 -0.339
C 1.945 -1.040 -0.686
N 1.384 -0.240 0.227
C 0.822 1.377 2.597
C 0.414 2.245 3.645
C -0.962 2.314 3.613
C -1.379 1.517 2.535
N -0.322 0.973 1.933
H 6.324 2.776 2.720
H 4.452 1.895 1.382
H 2.358 0.883 4.977
H 4.216 1.809 6.314
H 4.431 -0.619 1.418
H 3.964 -1.917 -0.898
H 1.392 -1.374 -1.553
H 1.068 2.759 4.328
H -1.606 2.862 4.279
H -2.383 1.321 2.190
F 3.512 -4.874 2.586
C 2.415 -4.272 2.196
C 1.835 -4.611 0.979
F 2.406 -5.525 0.210
C 0.680 -3.979 0.574
F 0.172 -4.264 -0.609
C 0.060 -3.002 1.373
S -1.426 -2.279 0.901
C 0.689 -2.667 2.585
F 0.163 -1.723 3.339
C 1.853 -3.277 2.989
F 2.442 -2.911 4.119
Cl -7.054 -1.906 -4.656
C -5.714 -1.457 -3.679
C -4.422 -1.681 -4.142
C -3.346 -1.288 -3.371
C -3.561 -0.673 -2.139
C -4.859 -0.476 -1.669
C -5.937 -0.875 -2.435
C -2.416 -0.261 -1.318
O -1.219 -0.515 -1.669
O -2.584 0.347 -0.206
H -4.269 -2.170 -5.094
H -2.333 -1.462 -3.708
H -5.014 -0.023 -0.700
H -6.947 -0.748 -2.073
N 0.051 3.810 -5.746
C 1.016 3.560 -4.851
S 2.611 3.660 -5.332
C 0.644 3.168 -3.482
C 1.626 2.900 -2.524
C 1.258 2.456 -1.273
N -0.015 2.266 -0.913
C -0.963 2.598 -1.790
C -0.687 3.048 -3.064
H 0.309 4.121 -6.666
H -0.916 3.873 -5.477
H 2.669 3.030 -2.770
H 2.004 2.257 -0.514
H -1.987 2.507 -1.448
H -1.515 3.298 -3.712
```

Summary:
HOMO level (alpha / beta) (eV): -10.97 / -10.97
LUMO level (alpha / beta) (Ha): -0.2085 / -0.2221
Kohn-Sham gap (alpha / beta) (eV): 5.293 / 4.924
Total charge: +1

---

b) A molecular structure, C35H20ClF5N5O2PdS2, computed with wB97M-V/def2-TZVPD.

Geometry as XYZ:
```
71
Properties=species:S:1:pos:R:3
Pd 0.486 0.185 -0.064
N 2.875 -2.679 9.335
C 2.551 -2.404 8.268
C 2.147 -2.060 6.932
C 3.032 -1.393 6.089
C 2.641 -1.072 4.802
C 1.361 -1.394 4.354
C 0.480 -2.060 5.204
C 0.871 -2.400 6.486
C 0.964 -1.046 2.967
C -0.141 -0.206 2.789
C -0.924 0.384 3.803
C -1.959 1.062 3.190
C -1.775 0.899 1.815
N -0.696 0.152 1.557
C 1.704 -1.624 1.942
C 2.622 -2.701 2.034
C 2.976 -3.054 0.751
C 2.278 -2.190 -0.109
N 1.513 -1.362 0.592
H 4.018 -1.131 6.446
H 3.323 -0.552 4.142
H -0.506 -2.332 4.851
H 0.197 -2.930 7.144
H -0.740 0.294 4.860
H -2.761 1.606 3.659
H -2.399 1.279 1.024
H 2.947 -3.158 2.954
H 3.652 -3.834 0.444
H 2.339 -2.123 -1.180
F 2.771 -1.604 -6.220
C 1.977 -1.508 -5.176
C 1.489 -0.266 -4.793
F 1.837 0.822 -5.469
C 0.652 -0.176 -3.703
F 0.197 1.025 -3.368
C 0.298 -1.296 -2.940
S -0.754 -1.204 -1.580
C 0.803 -2.536 -3.367
F 0.472 -3.646 -2.720
C 1.624 -2.651 -4.468
F 2.078 -3.833 -4.858
Cl 7.411 3.733 -3.251
C 6.039 3.000 -2.507
C 4.911 2.737 -3.273
C 3.817 2.138 -2.675
C 3.851 1.829 -1.318
C 4.981 2.111 -0.556
C 6.086 2.688 -1.154
C 2.674 1.221 -0.682
O 1.909 0.460 -1.410
O 2.342 1.421 0.505
H 4.901 3.000 -4.321
H 2.931 1.924 -3.258
H 4.991 1.874 0.499
H 6.980 2.905 -0.587
N -3.657 5.677 -1.834
C -2.317 5.630 -1.889
S -1.370 6.837 -2.453
C -1.712 4.339 -1.440
C -0.511 4.331 -0.742
C 0.055 3.130 -0.376
N -0.496 1.947 -0.694
C -1.657 1.947 -1.355
C -2.296 3.111 -1.732
H -4.121 6.520 -2.133
H -4.200 4.972 -1.367
H -0.018 5.260 -0.494
H 0.972 3.103 0.195
H -2.074 0.984 -1.608
H -3.218 3.038 -2.293
```

Summary:
HOMO level (alpha / beta) (eV): -10.99 / -10.99
LUMO level (alpha / beta) (Ha): -0.2083 / -0.2083
Kohn-Sham gap (alpha / beta) (eV): 5.319 / 5.320
Total charge: +1

---

Short version: a) is the least stable of them.

---

a) 29 unconnected molecules or ions with the total composition H58O29, computed with wB97M-V/def2-TZVPD.

Geometry as XYZ:
```
87
Properties=species:S:1:pos:R:3
O 2.933 1.269 2.050
H 2.540 0.581 1.513
H 2.261 1.479 2.699
O -3.298 -3.045 0.044
H -3.584 -2.865 -0.851
H -4.092 -3.327 0.498
O 4.621 1.513 -0.646
H 4.180 1.661 0.191
H 5.553 1.523 -0.431
O -0.799 -0.709 -2.876
H -1.220 -1.541 -3.090
H -1.077 -0.522 -1.979
O 4.542 1.959 4.059
H 4.153 2.039 4.930
H 3.796 1.977 3.460
O 2.456 2.707 -5.050
H 3.248 2.994 -4.595
H 2.059 2.067 -4.460
O 1.482 2.438 3.842
H 0.814 3.072 3.581
H 0.987 1.688 4.171
O -0.788 1.955 1.334
H -0.512 2.836 1.586
H -1.383 2.092 0.596
O -1.159 -2.654 1.818
H -0.663 -3.424 1.539
H -1.924 -2.640 1.243
O 0.458 0.262 5.329
H 0.400 -0.550 4.826
H 0.164 0.021 6.208
O 0.570 -2.643 -0.829
H 0.576 -1.795 -0.386
H 0.602 -3.285 -0.120
O -3.484 -2.716 -2.922
H -3.877 -1.847 -3.008
H -2.728 -2.697 -3.508
O -1.777 2.773 5.641
H -1.777 2.242 4.846
H -1.753 3.677 5.326
O -2.035 -0.469 -0.498
H -1.799 -1.184 0.093
H -2.904 -0.194 -0.207
O -1.408 1.816 -3.781
H -1.482 2.369 -3.003
H -1.160 0.956 -3.441
O -0.695 4.381 2.884
H -1.144 5.147 2.528
H -0.193 4.719 3.625
O 0.328 -1.955 3.993
H -0.140 -2.162 3.184
H 1.186 -2.367 3.887
O 2.777 -2.351 -2.349
H 2.398 -2.171 -3.209
H 2.024 -2.539 -1.789
O -4.546 -0.152 0.420
H -5.197 0.531 0.587
H -4.565 -0.697 1.207
O 0.597 -5.147 -2.093
H 0.003 -5.705 -1.590
H 0.417 -4.261 -1.779
O 0.542 0.045 0.253
H -0.144 0.217 -0.391
H 0.384 0.685 0.948
O 1.790 0.770 -3.091
H 2.428 0.767 -2.378
H 1.115 0.153 -2.811
O -4.516 -0.426 -3.265
H -4.407 0.513 -3.417
H -4.648 -0.502 -2.320
O -2.661 1.317 3.332
H -3.114 2.137 3.137
H -1.937 1.288 2.708
O -1.087 -3.166 -4.384
H -0.237 -2.734 -4.296
H -0.888 -4.006 -4.798
O -1.697 3.310 -1.189
H -1.102 4.060 -1.200
H -2.535 3.673 -0.901
O 3.956 3.784 1.641
H 4.859 3.494 1.507
H 3.444 2.976 1.654
O 1.118 -1.688 -4.775
H 1.238 -1.705 -5.724
H 0.437 -1.032 -4.631
O 4.304 -3.534 0.068
H 3.887 -3.114 -0.685
H 4.512 -4.418 -0.236
```

Summary:
HOMO level (eV): -10.07
LUMO level (Ha): -0.0415
Kohn-Sham gap (eV): 8.945
Total charge: 0

---

b) 29 unconnected molecules or ions with the total composition H58O29, computed with wB97M-V/def2-TZVPD.

Geometry as XYZ:
```
87
Properties=species:S:1:pos:R:3
O -6.038 10.019 -6.114
H -5.806 9.455 -5.376
H -6.146 9.418 -6.851
O -9.350 19.324 -8.248
H -9.618 18.424 -8.431
H -10.087 19.701 -7.767
O -5.326 17.123 -7.438
H -5.098 16.225 -7.679
H -4.497 17.515 -7.164
O -6.959 9.580 -8.673
H -7.146 8.864 -9.280
H -7.310 10.359 -9.105
O -9.728 10.425 -8.068
H -8.883 9.981 -7.993
H -9.742 10.764 -8.963
O -7.703 15.304 -7.606
H -6.939 15.874 -7.514
H -7.338 14.422 -7.669
O -7.174 15.692 -10.727
H -7.938 15.590 -10.159
H -7.006 16.634 -10.735
O -6.680 19.597 -6.922
H -7.317 19.698 -7.630
H -6.237 18.770 -7.115
O -10.186 12.408 -6.274
H -9.665 12.840 -5.597
H -9.706 12.570 -7.086
O -3.897 19.612 -6.390
H -3.141 20.122 -6.101
H -4.301 19.300 -5.580
O -10.136 14.313 -8.916
H -10.505 15.162 -9.160
H -9.444 14.523 -8.289
O -10.902 11.918 -10.219
H -11.549 12.380 -10.752
H -10.660 12.546 -9.538
O -4.678 15.149 -5.680
H -4.334 15.958 -5.301
H -4.369 14.459 -5.093
O -6.007 18.191 -12.735
H -6.564 17.781 -13.396
H -6.272 17.782 -11.911
O -7.740 18.343 -10.389
H -6.890 18.759 -10.531
H -8.228 18.970 -9.855
O -5.750 11.727 -3.798
H -6.152 12.051 -4.604
H -6.304 10.993 -3.532
O -7.632 17.087 -2.938
H -6.728 17.394 -2.856
H -7.954 17.047 -2.038
O -7.816 14.874 -4.547
H -8.032 15.790 -4.368
H -7.599 14.856 -5.479
O -8.112 11.248 -10.684
H -8.544 11.258 -11.538
H -7.503 11.986 -10.714
O -9.461 15.722 -12.438
H -8.932 16.489 -12.658
H -8.836 14.998 -12.410
O -8.708 19.204 -4.519
H -9.082 18.922 -5.353
H -8.371 18.401 -4.123
O -11.451 17.677 -8.409
H -11.893 16.947 -7.977
H -11.840 18.459 -8.016
O -6.324 12.982 -7.028
H -6.253 12.038 -7.168
H -5.430 13.308 -7.136
O -9.008 12.616 -3.100
H -8.354 13.310 -3.187
H -8.518 11.806 -3.244
O -6.301 13.221 -11.218
H -5.780 13.287 -12.018
H -6.688 14.090 -11.112
O -6.045 19.587 -3.469
H -6.374 20.309 -2.933
H -6.607 19.588 -4.244
O -8.893 10.158 -4.968
H -9.003 9.407 -5.550
H -9.574 10.774 -5.240
O -3.985 17.432 -4.076
H -4.563 18.195 -4.072
H -4.391 16.821 -3.460
O -3.379 18.405 -9.333
H -4.238 18.748 -9.578
H -3.004 19.080 -8.767
```

Summary:
HOMO level (eV): -10.13
LUMO level (Ha): -0.0128
Kohn-Sham gap (eV): 9.779
Total charge: 0

---

Short version: b) is the least stable of them.